*a*
{"formula": "C5H13N2", "method": "ωB97M-V/def2-TZVPD", "charge": 1, "gap_ev": 9.186, "e_homo_ev": -12.71, "lumo_ev": -3.52, "smiles": "C=CC[C@@H]([NH3+])CN", "elements": ["N", "C", "C", "C", "C", "C", "N", "H", "H", "H", "H", "H", "H", "H", "H", "H", "H", "H", "H", "H"], "coordinates": [[1.79610, 1.02396, 0.20793], [0.57361, 0.08441, 0.04505], [-0.31849, 0.90444, -0.92741], [-1.71953, 0.44329, -1.23858], [-1.80041, -0.85261, -1.77981], [-0.07244, -0.26074, 1.38005], [0.83864, -1.35034, 1.79717], [2.53403, 0.44000, 0.85361], [2.24864, 1.13626, -0.71821], [1.43408, 1.80818, 0.74788], [1.03070, -0.85766, -0.41230], [-0.41086, 1.90857, -0.37062], [0.15924, 1.00877, -1.83893], [-2.53211, 0.93472, -0.75454], [-1.07093, -1.10891, -2.57946], [-2.67924, -1.46893, -1.58283], [-1.14259, -0.68878, 1.17134], [0.08768, 0.60184, 1.99586], [0.58816, -2.31537, 1.97510], [1.33367, -1.02684, 2.60162]]}



*b*
{"formula": "C5H13N2", "method": "ωB97M-V/def2-TZVPD", "charge": 1, "gap_ev": 9.458, "e_homo_ev": -13.11, "lumo_ev": -3.65, "smiles": "C=C([NH3+])C[C@@H](C)N", "elements": ["C", "C", "C", "C", "C", "N", "N", "H", "H", "H", "H", "H", "H", "H", "H", "H", "H", "H", "H", "H"], "coordinates": [[-1.96305, 0.22265, -1.14239], [-0.63758, 0.79181, -0.62782], [-0.19055, 0.20465, 0.73608], [0.76862, -0.90502, 0.68219], [0.49295, -2.13640, 1.06405], [2.14452, -0.68706, 0.14459], [-0.60123, 2.27251, -0.55710], [-2.16683, 0.42378, -2.19373], [-2.82270, 0.60596, -0.59653], [-1.81499, -0.88095, -1.09013], [0.08042, 0.41082, -1.34861], [0.15927, 1.06702, 1.33288], [-1.00281, -0.12652, 1.38644], [1.17007, -2.99363, 1.07998], [-0.46272, -2.37887, 1.51391], [2.17478, 0.12241, -0.48154], [2.56100, -1.53857, -0.23125], [2.76023, -0.39833, 0.91826], [-0.95751, 2.57862, -1.45906], [-1.31512, 2.53248, 0.11920]]}



*c*
{"formula": "C5H13N2", "method": "ωB97M-V/def2-TZVPD", "charge": 1, "gap_ev": 10.232, "e_homo_ev": -13.37, "lumo_ev": -3.14, "elements": ["C", "C", "C", "H", "H", "H", "H", "H", "H", "C", "C", "N", "N", "H", "H", "H", "H", "H", "H", "H"], "coordinates": [[-0.06354, 1.94188, -0.16859], [-1.46279, 1.38364, 0.04773], [-2.31560, 1.82829, 1.01798], [0.33751, 1.72488, -1.16267], [-0.09936, 3.04671, -0.17541], [0.59269, 1.69010, 0.70231], [-1.69172, 0.48424, -0.55411], [-3.31204, 1.44999, 1.13830], [-2.14669, 2.73413, 1.59814], [0.36754, -1.59799, 0.00646], [1.41495, -1.03844, -0.64711], [2.23237, -1.69643, -1.55571], [-0.23076, -0.89526, 1.20089], [-0.18688, -2.49896, -0.31863], [1.68198, -0.01070, -0.41430], [2.61473, -1.06157, -2.26879], [1.70062, -2.42577, -2.01174], [-0.01442, -1.34339, 2.08362], [-1.26347, -0.81763, 1.11787], [0.13234, 0.06549, 1.21034]]}



*d*
{"formula": "C5H13N2", "method": "ωB97M-V/def2-TZVPD", "charge": 1, "gap_ev": 10.060, "e_homo_ev": -13.24, "lumo_ev": -3.18, "elements": ["C", "C", "N", "N", "H", "H", "H", "H", "H", "H", "H", "C", "C", "C", "H", "H", "H", "H", "H", "H"], "coordinates": [[0.66181, 0.29586, 2.43184], [0.62172, 0.66865, 1.14648], [1.64178, 0.09692, 0.22655], [-0.19291, 0.67276, 3.42750], [1.45345, -0.36140, 2.78319], [-0.23212, 1.09045, 0.64570], [2.07168, 0.85146, -0.30597], [2.36215, -0.36222, 0.78209], [1.18940, -0.58527, -0.41437], [-1.05457, 1.10659, 3.15263], [-0.35904, -0.05133, 4.11803], [-1.68121, 0.44414, -1.79371], [-0.96023, -0.88150, -1.74340], [0.18080, -1.14257, -2.38466], [-1.02273, 1.27568, -1.52417], [-2.05757, 0.58299, -2.80414], [-2.51789, 0.52860, -1.10153], [-1.46731, -1.69897, -1.24182], [0.52446, -2.14830, -2.59916], [0.83832, -0.38256, -2.80107]]}



Which one is the least stable? From the structures above, *a*.